(1)
Density functional theory data (the ωB97M-V functional and the def2-TZVPD basis) for an isolated ion of composition C3H7NOS2 and charge -1.

Output
- Net charge: -1
- ⟨S²⟩: 0.78
- HOMO-LUMO gap (spin up / spin down): 0.196 / 0.181 Eh
- Energy above the lowest of the compared OMol25 structures with the same formula, charge and spin: 341.1 kJ/mol
- Multiplicity: 2
- LUMO (spin up / spin down): 2.51 / 2.18 eV

Geometry (Å):
S (2.280, -0.099, -1.705)
S (2.390, 0.603, 0.592)
C (1.018, -0.070, 1.275)
C (-0.469, -0.129, 1.052)
N (-0.833, -0.704, -0.252)
C (-1.550, 0.347, -1.124)
O (-2.549, 0.875, -0.393)
H (2.807, -0.825, -0.557)
H (-1.952, -0.221, -1.987)
H (1.354, -0.141, 2.330)
H (-0.818, 0.931, 1.000)
H (-1.012, -0.586, 1.894)
H (0.054, -0.997, -0.664)
H (-0.720, 1.017, -1.460)

(2)
Density functional theory data (the ωB97M-V functional and the def2-TZVPD basis) for a 2-piece molecular cluster, C3H7NOS2 overall.

Output
- HOMO-LUMO gap: 0.156 Eh
- Energy above the lowest of the compared OMol25 structures with the same formula, charge and spin: 814.2 kJ/mol
- LUMO: -4.41 eV

Geometry (Å):
S (-2.863, -1.590, -1.593)
S (-1.851, 0.247, 1.585)
C (-0.831, -0.148, -0.013)
C (0.307, 1.057, 0.185)
N (1.560, 0.634, -0.227)
C (1.989, -0.572, 0.238)
O (2.992, -1.201, 0.135)
H (-3.181, -0.836, -0.433)
H (-0.699, -1.035, 0.521)
H (-0.814, 0.032, -1.043)
H (0.263, 1.578, 1.149)
H (-0.307, 1.775, -0.403)
H (1.973, 0.976, -1.236)
H (1.462, -0.917, 1.135)

(3)
Density functional theory data (the ωB97M-V functional and the def2-TZVPD basis) for one molecule with the formula C3H7NOS2.

Output
- SMILES: N[C@H](CS)C(O)=S
- HOMO-LUMO gap: 0.330 Eh
- Energy above the lowest of the compared OMol25 structures with the same formula, charge and spin: 347.7 kJ/mol
- LUMO: 0.18 eV

Geometry (Å):
N (0.111, -0.609, 1.303)
C (-0.543, -0.520, 0.031)
C (0.527, -0.583, -1.056)
S (2.067, 0.524, -1.119)
C (-1.268, 0.661, 0.143)
O (-0.395, 1.767, 0.173)
S (-2.922, 0.940, 0.032)
H (0.472, 0.404, 1.503)
H (-0.704, -0.823, 1.829)
H (-1.279, -1.433, -0.092)
H (0.577, -1.761, -0.952)
H (0.291, -0.563, -2.128)
H (2.457, 0.579, 0.346)
H (0.609, 1.419, -0.014)

(4)
Density functional theory data (the ωB97M-V functional and the def2-TZVPD basis) for one molecule with the formula C3H7NOS2.

Output
- HOMO-LUMO gap: 0.296 Eh
- Energy above the lowest of the compared OMol25 structures with the same formula, charge and spin: 425.2 kJ/mol
- LUMO: -0.14 eV

Geometry (Å):
C (-0.474, -0.254, 0.426)
C (-2.488, 1.089, -0.018)
C (2.133, -1.455, 0.021)
N (1.777, 1.129, -0.600)
O (-1.153, 0.867, 0.466)
S (-1.137, -1.753, -0.034)
S (1.346, 0.190, 0.558)
H (-2.903, 0.045, 0.046)
H (-2.553, 1.452, -0.978)
H (-2.820, 1.667, 0.784)
H (3.115, -1.243, 0.303)
H (1.840, -1.646, -0.932)
H (1.592, -2.206, 0.518)
H (1.724, 2.118, -0.561)

(5)
Density functional theory data (the ωB97M-V functional and the def2-TZVPD basis) for one molecule with the formula C3H7NOS2.

Output
- SMILES: N[C@H](CS)C(=O)S
- HOMO-LUMO gap: 0.369 Eh
- Energy above the lowest of the compared OMol25 structures with the same formula, charge and spin: 69.0 kJ/mol
- LUMO: 0.60 eV

Geometry (Å):
N (-0.678, 1.687, 0.341)
C (-0.216, 0.311, 0.305)
C (1.020, 0.230, -0.602)
S (2.204, -1.111, -0.239)
C (-1.333, -0.625, -0.220)
O (-2.282, -0.184, -0.836)
S (-1.233, -2.380, 0.069)
H (-1.394, 1.777, 1.064)
H (-1.144, 1.929, -0.548)
H (0.052, -0.015, 1.315)
H (1.544, 1.190, -0.504)
H (0.764, 0.112, -1.647)
H (2.715, -0.538, 0.855)
H (-0.020, -2.382, 0.646)

(6)
Density functional theory data (the ωB97M-V functional and the def2-TZVPD basis) for one molecule with the formula C3H7NOS2.

Output
- SMILES: CCSC(=O)NS
- HOMO-LUMO gap: 0.341 Eh
- Energy above the lowest of the compared OMol25 structures with the same formula, charge and spin: 275.9 kJ/mol
- LUMO: 0.09 eV

Geometry (Å):
C (1.741, -0.156, 2.001)
C (0.449, -0.445, 1.235)
S (0.361, 0.124, -0.479)
C (-1.493, -0.125, -0.899)
O (-2.307, -0.863, -0.257)
N (-1.735, 0.199, -2.185)
S (-0.877, 1.498, -3.188)
H (1.582, 0.815, 2.268)
H (2.777, 0.005, 1.492)
H (1.801, -0.645, 3.034)
H (-0.254, 0.108, 1.696)
H (0.263, -1.519, 1.069)
H (-2.716, 0.154, -2.196)
H (0.408, 0.849, -3.591)

(7)
Density functional theory data (the ωB97M-V functional and the def2-TZVPD basis) for one molecule with the formula C3H7NOS2.

Output
- SMILES: COCSC(N)=S
- HOMO-LUMO gap: 0.321 Eh
- Energy above the lowest of the compared OMol25 structures with the same formula, charge and spin: 413.1 kJ/mol
- LUMO: 0.12 eV

Geometry (Å):
C (2.883, 0.403, 0.205)
O (1.882, -0.599, -0.077)
C (0.658, 0.075, -0.170)
S (-0.666, -1.273, 0.127)
C (-2.204, -0.281, 0.085)
N (-3.367, -0.959, 0.101)
S (-2.076, 1.446, 0.054)
H (4.027, 0.068, -0.382)
H (2.644, 1.473, -0.389)
H (2.939, 0.411, 1.493)
H (0.411, 0.934, 0.628)
H (0.463, 0.418, -1.249)
H (-3.568, -1.974, -0.503)
H (-4.026, -0.142, 0.077)

(8)
Density functional theory data (the ωB97M-V functional and the def2-TZVPD basis) for C3H7NOSn as an isolated structure.

Output
- Net charge: +2
- HOMO-LUMO gap: 0.282 Eh
- Energy above the lowest of the compared OMol25 structures with the same formula, charge and spin: 54.3 kJ/mol
- LUMO: -11.54 eV

Geometry (Å):
Sn (-2.412, 2.392, -1.153)
C (0.360, 0.411, 1.574)
C (-0.451, 0.593, 0.253)
O (-1.309, 1.424, 0.217)
N (-0.255, -0.197, -0.842)
C (0.778, -1.171, -0.998)
H (1.167, -0.307, 1.722)
H (-0.462, -0.035, 2.135)
H (0.435, 1.377, 2.072)
H (-0.843, 0.002, -1.638)
H (0.643, -2.117, -0.475)
H (1.746, -0.673, -0.932)
H (0.605, -1.700, -1.935)

(9)
Density functional theory data (the ωB97M-V functional and the def2-TZVPD basis) for one molecule with the formula C3H7NS.

Output
- SMILES: N[C@H]1C[C@H]1S
- HOMO-LUMO gap: 0.368 Eh
- Energy above the lowest of the compared OMol25 structures with the same formula, charge and spin: 119.6 kJ/mol
- LUMO: 0.94 eV

Geometry (Å):
N (-0.594, 1.813, -0.764)
C (0.574, 1.098, -0.341)
C (0.928, 0.599, 1.081)
C (0.718, -0.398, -0.026)
S (-0.730, -1.482, -0.058)
H (-1.262, 1.335, -1.324)
H (-0.980, 2.090, 0.139)
H (1.409, 1.427, -0.881)
H (1.924, 0.774, 1.396)
H (0.271, 0.556, 1.916)
H (1.614, -0.938, -0.398)
H (-0.465, -2.017, 1.145)

(10)
Density functional theory data (the ωB97M-V functional and the def2-TZVPD basis) for one molecule with the formula C3H7NSi.

Output
- SMILES: C[Si]1(C)C=N1
- HOMO-LUMO gap: 0.323 Eh
- Energy above the lowest of the compared OMol25 structures with the same formula, charge and spin: 92.1 kJ/mol
- LUMO: 0.79 eV

Geometry (Å):
C (-0.975, 1.092, -0.765)
Si (0.249, -0.115, -0.091)
C (-0.364, -1.054, 1.414)
C (2.035, 0.094, -0.715)
N (1.335, -0.834, -1.310)
H (-1.916, 0.579, -0.672)
H (-1.063, 2.007, -0.163)
H (-0.636, 1.315, -1.814)
H (0.147, -2.050, 1.696)
H (-0.328, -0.353, 2.288)
H (-1.441, -1.227, 1.189)
H (2.958, 0.547, -1.056)

(11)
Density functional theory data (the ωB97M-V functional and the def2-TZVPD basis) for an isolated ion of composition C3H7O and charge -1.

Output
- SMILES: CCC[O-]
- Net charge: -1
- HOMO-LUMO gap: 0.245 Eh
- Energy above the lowest of the compared OMol25 structures with the same formula, charge and spin: 150.3 kJ/mol
- LUMO: 4.73 eV

Geometry (Å):
C (-0.017, -1.302, -1.068)
C (-0.023, -0.933, 0.458)
C (-0.074, 0.845, 0.732)
O (0.194, 1.637, -0.185)
H (-0.303, -2.391, -1.120)
H (0.799, -0.895, -1.544)
H (-0.791, -0.681, -1.386)
H (-0.858, -1.410, 0.987)
H (0.847, -1.194, 1.128)
H (-1.157, 0.843, 1.107)
H (0.594, 0.972, 1.578)

(12)
Density functional theory data (the ωB97M-V functional and the def2-TZVPD basis) for a 3-piece molecular cluster, C3H7O2 overall.

Output
- Net charge: -1
- HOMO-LUMO gap: 0.229 Eh
- Energy above the lowest of the compared OMol25 structures with the same formula, charge and spin: 339.7 kJ/mol
- LUMO: 3.88 eV

Geometry (Å):
C (1.129, 0.061, -1.955)
O (1.367, -0.967, -2.546)
H (0.109, 0.302, -1.639)
H (1.963, 0.810, -1.871)
H (2.671, -5.835, 0.461)
C (-1.746, 2.468, 1.763)
C (-1.542, 1.582, 0.715)
O (-0.441, 1.241, 0.171)
H (-2.753, 2.869, 1.690)
H (-0.870, 2.760, 2.324)
H (-2.512, 1.264, 0.274)
H (2.624, -6.554, 0.612)

Which of these has the highest energy above the lowest of the compared OMol25 structures with the same formula, charge and spin? number 2

energy above the lowest of the compared OMol25 structures with the same formula, charge and spin of number 4 (C3H7NOS2)? 425.2 kJ/mol

Which formula does entry 12 have? C3H7O2